Molecular formula: C19H23ClNOs
Method: DFT, ωB97M-V/def2-TZVPD

```
45
Properties=species:S:1:pos:R:3:forces:R:3
C -0.202510 0.396125 -2.546656 0.0483 -0.0522 0.4336
C 0.355477 1.717936 -2.234463 0.3325 0.6850 0.1788
C 0.609649 -0.631072 -3.208978 0.4772 -0.4943 -0.4658
C -1.642257 0.186506 -2.343058 -0.7075 -0.2004 0.1255
H 0.305885 -0.803037 -4.257011 0.0705 0.0208 0.1641
H 0.533528 -1.606776 -2.700612 0.0155 0.1871 -0.2048
H 1.671619 -0.356282 -3.217328 -0.2467 -0.0777 -0.1505
H 0.265554 2.424627 -3.080220 0.0138 -0.0759 0.1573
H 1.422521 1.661830 -1.980772 -0.1750 0.0692 -0.1730
H -0.158287 2.175595 -1.376102 0.0403 -0.0232 -0.1935
H -2.264718 0.749334 -3.063095 0.1092 -0.1431 0.1168
H -1.946798 0.528540 -1.341057 -0.0025 0.0499 -0.1868
H -1.914685 -0.873043 -2.430319 -0.0371 0.1604 -0.0952
C 2.556388 -1.385978 1.511845 0.6055 0.0314 0.5199
C 2.727073 -1.599469 0.093819 0.6786 -0.0406 0.3163
C 2.707933 -0.310563 -0.532827 -0.4595 -0.0057 0.0829
H 2.991966 -2.537320 -0.385320 0.1650 0.3444 0.1380
C 2.432470 0.659742 0.446758 -0.2116 -0.3387 -0.2781
C 2.235904 0.000041 1.697791 -0.1820 -0.6930 0.3083
H 1.984802 0.480042 2.643873 0.2533 -0.2167 -0.3212
H 2.668725 -2.124953 2.295127 0.1892 0.1851 -0.1100
H 2.967313 -0.108023 -1.569699 -0.3254 -0.1365 0.3364
H 2.448268 1.739311 0.296894 -0.2418 -0.4382 -0.0926
C -0.993146 -2.180093 1.721249 -1.0753 0.1704 1.4317
C 0.106554 -3.074812 1.745559 0.0057 -0.9333 1.2249
C 0.401563 -3.431689 0.400932 -0.1779 -1.3813 -0.3883
H 0.633030 -3.413322 2.634088 -0.1904 0.1087 -0.2538
C -0.546748 -2.789505 -0.437914 -0.7254 -0.3293 -1.4808
C -1.370938 -1.980458 0.371695 -1.5629 -0.3924 -0.5044
H -2.127712 -1.292813 0.015750 0.0940 -0.2967 -0.0594
H -1.453727 -1.705034 2.577571 0.1483 -0.1509 -0.0230
H 1.189059 -4.092599 0.061548 -0.1314 0.1078 0.1000
H -0.639904 -2.890883 -1.510583 0.1344 0.0172 0.1645
Os 0.618539 -1.392388 0.658212 2.9938 4.6031 -0.7819
Cl -0.104177 4.975266 2.093999 -0.2772 -0.7349 -0.1337
C -0.969259 3.514295 1.864835 -3.4371 2.6186 1.1991
C -2.349292 3.452755 2.071104 2.0391 1.7257 0.1591
C -2.981112 2.231488 1.850033 -1.8268 0.0440 0.3573
C -2.209543 1.135499 1.452881 3.0661 -0.9509 -0.7685
N -0.893061 1.197504 1.240818 -2.5609 -3.1716 -0.3535
C -0.266099 2.366802 1.463416 3.1669 -0.2718 -0.5727
H -2.878461 4.339747 2.402237 0.0385 -0.1701 -0.1075
H -4.048994 2.079016 1.973702 0.1999 0.2424 0.0321
H -2.685240 0.163922 1.300768 0.0984 0.2855 0.0403
H 0.812852 2.404204 1.329509 -0.4296 0.0628 0.1121
```
Forces are in eV/Å.

<S²>: 6.027
Total charge: +1
Calculated total energy, eV: -36542.0019
Spin multiplicity: 5


Molecular formula: C19H23CrN4O2S
Method: DFT, ωB97M-V/def2-TZVPD

```
50
Properties=species:S:1:pos:R:3:forces:R:3
Cr -0.963510 0.426865 -0.716668 0.8960 0.0699 -0.0096
C -3.852778 0.139752 -2.021376 0.0640 0.0478 -0.0096
C -2.675672 1.085334 -2.036040 -0.4125 0.2077 -0.2458
C -1.681026 0.996744 -3.023357 -0.1016 -0.0607 0.0728
C -0.650092 1.951015 -3.145478 0.0981 -0.1731 -0.0001
C 0.320131 1.854982 -4.282434 -0.0131 -0.0402 0.0243
C -0.590195 2.981084 -2.214007 0.0809 0.0437 0.0612
C -1.529430 3.092066 -1.185797 0.0611 -0.1151 0.1565
C -1.506251 4.249585 -0.239761 0.0058 -0.0290 -0.0080
C -2.539821 2.104235 -1.079480 -0.2607 0.1577 -0.2058
H -3.565629 -0.870375 -1.727396 0.0373 -0.0068 -0.0150
H -4.275460 0.067396 -3.022944 -0.0154 0.0288 0.0039
H -4.627475 0.494951 -1.345505 0.0022 0.0043 0.0054
H -1.756462 0.210762 -3.764964 0.0591 -0.0612 0.0591
H 0.892477 0.926421 -4.226439 -0.0147 0.0132 0.0071
H 1.014322 2.691372 -4.291259 -0.0010 -0.0017 0.0093
H -0.219006 1.836913 -5.231593 0.0046 0.0151 0.0243
H 0.171234 3.745139 -2.317223 0.0135 -0.0272 0.0341
H -1.074760 3.954903 0.720512 -0.0032 0.0245 -0.0015
H -2.516365 4.606597 -0.041428 0.0008 -0.0038 -0.0149
H -0.909374 5.067274 -0.637492 -0.0020 -0.0012 -0.0045
H -3.309015 2.226794 -0.328050 0.0210 -0.0480 0.0762
O -1.030192 -1.229483 -1.637026 -0.1420 -0.4247 0.0800
N -0.135183 -2.164309 -1.405370 -0.3579 0.2863 -0.0696
N 0.646115 -1.813201 -0.507005 0.3100 -0.1636 0.2723
O 0.486580 -0.638437 0.081470 0.0098 0.3421 -0.3197
C 1.716053 -2.672931 -0.045818 -0.0148 0.0461 -0.0280
C 2.120678 -3.738460 -0.834179 -0.1104 0.0027 -0.1248
C 3.145050 -4.542802 -0.368570 0.0329 -0.0280 0.0037
C 3.743527 -4.279144 0.857316 0.0137 -0.0093 -0.0139
C 3.315322 -3.208958 1.629453 0.0162 -0.0020 0.0278
C 2.294117 -2.389077 1.178098 -0.0407 0.0707 0.1091
H 1.647757 -3.932762 -1.787180 0.0339 0.0055 0.0196
H 3.480441 -5.375283 -0.971742 -0.0002 0.0085 0.0157
H 4.550890 -4.907476 1.208212 -0.0199 -0.0069 0.0020
H 3.779506 -3.010653 2.586327 0.0020 0.0044 -0.0257
H 1.945099 -1.550403 1.764105 0.0440 -0.0157 -0.0217
C 1.587650 1.491414 3.372658 -0.0547 -0.0540 0.0406
N 0.598036 0.409013 3.435692 0.2249 0.0850 -0.0036
C 0.630448 -0.651097 4.325531 0.0584 0.1076 -0.0314
C -0.417734 -1.449503 4.036766 -0.0515 -0.0274 -0.1168
N -1.069261 -0.858170 2.974539 -0.1472 -0.1221 0.0603
C -0.446512 0.270903 2.613737 0.1638 -0.1015 0.0118
S -0.946065 1.418312 1.418269 -0.4192 -0.1093 0.1530
H 2.174822 1.470070 4.284583 0.0014 -0.0165 0.0289
H 1.082002 2.448464 3.295589 -0.0413 0.0190 0.0157
H 2.238638 1.350858 2.513706 0.0049 -0.0342 -0.0443
H 1.385158 -0.738296 5.088372 -0.0098 0.0425 -0.0377
H -0.744994 -2.371558 4.485307 -0.0376 0.0521 -0.0214
H -1.933791 -1.176839 2.565337 0.0110 -0.0020 -0.0016
```
Forces are in eV/Å.

<S²>: 3.857
Total charge: +2
Calculated total energy, eV: -69372.2146
Spin multiplicity: 4
Energy relative to the best compared isomer or geometry (same formula, charge and spin), eV: 1.0290


Molecular formula: C19H23F4Si
Method: DFT, ωB97M-V/def2-TZVPD

```
47
Properties=species:S:1:pos:R:3:forces:R:3
C 1.670733 -10.265015 5.653578 0.0358 -0.1588 -0.0069
C 1.653959 -9.002279 4.814371 -0.0032 0.0923 -0.0688
C 1.102619 -7.799770 5.565253 -0.1537 0.1664 0.2526
C 1.119695 -6.562329 4.688110 0.1391 -0.1868 -0.5025
C 0.604175 -5.287400 5.356349 -0.0264 0.0933 0.3761
C 0.683365 -4.154773 4.311204 0.2648 1.2194 -0.3466
Si 0.063726 -2.769436 5.433717 -0.2548 -1.5102 -0.3005
H 0.918108 -0.124107 3.917612 0.1514 -0.9793 0.6512
H 2.079452 -11.091180 5.072849 -0.0104 -0.0619 0.0688
H 2.290498 -10.143178 6.544465 -0.0363 0.0010 -0.0198
H 0.664581 -10.545434 5.972213 0.0362 0.0199 0.0090
H 2.668146 -8.769520 4.472492 -0.0390 -0.0317 -0.0023
H 1.050037 -9.160505 3.914589 0.0489 -0.0195 0.0184
H 0.073442 -7.997767 5.891948 0.1082 -0.0440 -0.0007
H 1.692939 -7.617183 6.472510 -0.0401 -0.0574 -0.0733
H 2.142446 -6.378573 4.328122 -0.1537 0.0290 0.1225
H 0.516672 -6.743520 3.786550 0.0650 0.0179 0.1579
H -0.430393 -5.441945 5.693699 0.0511 -0.0519 0.0027
H 1.212382 -5.061851 6.245271 -0.0403 -0.0948 -0.1268
H 1.711866 -4.026464 3.922099 -0.4343 -0.0300 0.4121
H 0.043420 -4.376319 3.436665 0.0784 0.3783 0.5379
H -1.433583 -2.530435 5.335512 0.9316 0.2266 0.2927
H 0.832245 -2.519010 6.724136 -0.5288 0.1890 -0.9097
F 1.766931 4.640511 5.712541 -0.9638 -1.2345 0.0024
C 0.816271 3.667505 5.499350 0.2209 0.7189 0.0414
C -0.452597 3.846379 6.049287 0.2633 -0.3490 -0.2127
C -1.382975 2.844062 5.782705 -0.6126 0.1251 0.3905
F -2.617067 2.919138 6.387989 1.2757 -0.1083 -0.6225
C -1.125763 1.787528 4.917831 0.2394 0.4756 -0.1165
C 0.123096 1.730426 4.271968 -0.2086 -0.1222 0.7108
C 0.345724 0.576670 3.328113 -0.7047 0.0108 0.2890
C 1.184860 0.622131 2.087813 0.7316 -0.3727 -0.3727
C 1.051953 -0.497964 1.248651 0.2589 0.1930 -0.1375
C 1.946386 -0.653365 0.199098 -0.2754 -0.1580 -0.5968
F 1.734823 -1.666747 -0.702856 0.3434 0.7769 0.9552
C 3.016502 0.213695 -0.013130 -0.0433 -0.1014 0.0289
C 3.152476 1.263882 0.882247 0.4570 0.6593 -0.1365
F 4.221389 2.118076 0.740489 -1.1432 -0.9284 0.1151
C 2.246812 1.509229 1.912264 0.0911 -0.0911 -0.0561
C 1.146874 2.581865 4.690577 0.0304 0.3324 0.0059
H -0.688220 4.702630 6.671249 0.0174 -0.1345 -0.0882
H -1.860630 0.999244 4.771612 -0.0808 0.3817 -0.1631
H -0.636220 0.129503 3.082872 0.4653 0.1638 0.1377
H 0.297698 -1.263488 1.450720 0.1206 0.3527 -0.2997
H 3.710929 0.072490 -0.839864 -0.2037 0.0435 0.2332
H 2.413662 2.333251 2.604672 -0.0213 -0.2087 -0.5896
H 2.192717 2.394816 4.442199 -0.4472 0.3687 -0.0621
```
Forces are in eV/Å.

Total charge: +1
Calculated total energy, eV: -38814.3201
Energy relative to the best compared isomer or geometry (same formula, charge and spin), eV: 1.6046


Molecular formula: C19H23F5NO7
Method: DFT, ωB97M-V/def2-TZVPD

```
55
Properties=species:S:1:pos:R:3:forces:R:3
C 1.365797 -3.611220 1.258335 -0.3209 0.2907 0.0493
C 1.733890 -2.333037 0.565889 0.0272 -0.1149 0.0661
O 2.801845 -1.785591 0.620713 0.0951 0.0799 -0.0060
O 0.702849 -1.823547 -0.157387 -0.0059 -0.1326 -0.1159
C 1.027609 -0.723747 -1.000729 0.0819 0.2036 -0.2121
C 1.126941 0.592472 -0.240423 0.1798 0.0187 -0.2463
N 0.027763 0.748611 0.729240 -0.0014 0.1362 0.2066
C 0.243686 0.404290 2.007344 -0.0784 -0.0738 0.2120
C -0.765242 0.524178 2.934451 -0.2767 0.0485 -0.1635
C -2.016625 0.991906 2.531337 0.3667 0.0096 0.1679
C -3.086323 1.153368 3.586526 -0.1817 0.1896 -0.1102
O -3.790607 0.262016 3.940339 0.0699 0.0730 -0.0642
O -3.229551 2.417001 4.045467 0.0581 -0.2837 0.2468
C -2.243082 1.329549 1.193061 0.1334 0.0141 -0.0224
C -3.561144 1.830280 0.659477 -0.0527 0.0670 0.1743
C -4.740197 0.847491 0.758704 -0.0063 -0.0664 -0.2895
C -4.740072 -0.269149 -0.299253 -0.2762 0.1634 0.2251
C -3.692533 -1.349155 -0.112493 0.0019 0.0497 0.0262
F -2.513487 -0.963218 -0.703296 -0.0844 -0.0093 0.0147
F -3.408865 -1.531064 1.204467 0.0175 0.0039 -0.1662
C -4.071301 -2.753204 -0.717868 0.0472 -0.0188 -0.0525
F -4.280928 -3.637531 0.251327 -0.0442 0.0482 -0.0372
F -3.094152 -3.205177 -1.502600 -0.0265 -0.0181 0.0596
F -5.184355 -2.666713 -1.456041 0.1011 0.0193 0.0137
C -1.168319 1.206803 0.333530 -0.0825 -0.1804 -0.0517
H 0.296418 -3.627697 1.470077 0.0584 -0.0481 -0.0129
H 1.935009 -3.684904 2.181145 0.0684 -0.1372 -0.0864
H 1.588741 -4.451946 0.601003 0.0931 0.0136 0.0452
H 0.258993 -0.684741 -1.773247 -0.1329 -0.0807 0.2074
H 1.988710 -0.871721 -1.497404 -0.0227 -0.0637 0.0832
H 2.064055 0.672042 0.302442 -0.1117 -0.0655 0.0423
H 1.100220 1.427474 -0.939230 -0.0225 -0.0059 0.0655
H 1.231129 0.047905 2.271883 -0.0099 0.0446 -0.1606
H -0.584772 0.255221 3.966812 0.0398 -0.0182 -0.0462
H -2.399044 2.910924 4.011926 -0.0697 0.0912 -0.2307
H -3.801264 2.751332 1.200306 -0.1121 -0.0924 -0.0009
H -3.443853 2.114555 -0.389234 0.1051 0.0307 0.0564
H -4.843516 0.422049 1.755694 0.0655 0.0107 -0.0281
H -5.650336 1.422367 0.575346 0.0614 0.0162 0.0550
H -4.618939 0.159775 -1.297078 0.0562 -0.1354 -0.0164
H -5.729167 -0.728551 -0.289987 0.0935 -0.0760 0.0561
H -1.266464 1.448611 -0.716358 0.0983 0.0106 0.0239
C 5.259689 -0.041337 -3.667710 -0.2222 -0.0403 0.0221
C 5.187334 1.284498 -2.954732 0.0949 -0.1218 -0.0767
C 6.225647 1.496253 -1.872353 0.0400 0.0012 0.0121
O 5.541213 2.369528 -0.957513 0.0391 -0.0474 0.0021
C 4.224865 2.160605 -1.095437 0.0201 -0.0247 0.0238
O 3.384660 2.571523 -0.353023 -0.0386 0.0274 0.0042
O 3.965298 1.402426 -2.183167 -0.0346 0.0467 -0.0465
H 4.591012 -0.062792 -4.526924 0.0118 0.0123 0.0028
H 6.274636 -0.219828 -4.022307 0.0136 0.0196 -0.0135
H 4.974861 -0.850862 -2.994731 0.1031 0.0074 0.0527
H 5.195999 2.113636 -3.665652 0.0188 0.0235 0.0209
H 7.138290 1.968708 -2.223040 -0.0425 0.1069 0.0487
H 6.466976 0.569332 -1.347623 -0.0036 -0.0228 -0.0299
```
Forces are in eV/Å.

Total charge: +1
Calculated total energy, eV: -49481.9089


Molecular formula: C19H23FN2O4S
Method: DFT, ωB97M-V/def2-TZVPD

```
50
Properties=species:S:1:pos:R:3:forces:R:3
C -0.905498 -3.596089 0.709970 -0.2513 0.0966 -0.2205
H -0.618089 -4.642603 0.764343 0.0748 -0.1074 0.0478
H -0.016807 -3.009424 0.489471 0.1399 0.0489 0.0339
H -1.292511 -3.296708 1.681033 0.0238 0.0130 0.1393
C -1.965471 -3.413816 -0.382246 0.1757 -0.1361 0.1282
N -2.489342 -2.074288 -0.554373 -0.0241 0.0761 -0.0137
C -1.504512 -1.087479 -0.945949 -0.2315 0.1228 -0.2594
H -0.900678 -1.491744 -1.760294 0.0602 0.0074 0.0049
C -2.245392 0.169211 -1.414123 0.5446 -0.1128 -0.2448
N -3.048037 0.676016 -0.327537 -0.1439 -0.0916 -0.0626
C -2.835811 1.764415 0.447575 -0.2721 -0.1970 -0.0321
O -3.570208 2.032652 1.389555 0.1881 0.2211 0.0311
C -1.710739 2.682163 0.172146 0.0716 1.0360 0.7214
C -1.500840 3.883450 0.802853 -0.2597 -0.7243 -0.3352
C -0.278003 4.389855 0.318020 0.2764 -0.4257 -0.5354
C 0.190254 3.470080 -0.579215 -0.3462 0.7923 0.4920
C 1.443051 3.377769 -1.337324 0.4147 -0.9776 0.5324
H 1.922302 4.343445 -1.461279 0.1128 0.0210 0.0332
H 1.328335 2.871527 -2.291602 -0.0151 0.0356 -0.1348
S 2.655994 2.341109 -0.384710 -0.2286 0.2436 -0.4135
O 3.717673 1.981221 -1.280470 -0.0751 -0.1861 -0.3671
O 3.004278 3.042284 0.818368 -0.2183 0.1652 0.3660
C 1.717759 0.829277 0.086251 0.3071 0.7156 -0.3693
C 2.719114 -0.239240 0.331632 0.1714 -0.3809 -0.0717
C 2.804768 -1.352800 -0.495534 0.0176 0.0818 0.2157
C 3.757149 -2.336990 -0.316879 -0.1459 0.0522 -0.1197
C 4.670052 -2.201318 0.713961 -0.0486 0.0651 -0.0107
C 4.615188 -1.096462 1.548501 0.0605 0.0320 0.1013
C 3.648968 -0.125204 1.359642 -0.0128 -0.2119 -0.0416
H 3.611996 0.745237 1.996148 0.0150 0.0895 0.1025
H 5.331904 -0.989161 2.347686 0.0622 0.0135 0.0757
H 5.425226 -2.957655 0.861399 0.0634 -0.0731 0.0125
H 3.777257 -3.183864 -0.984308 -0.0219 -0.0778 -0.0762
F 1.907998 -1.491474 -1.501750 0.0897 0.0354 0.0539
H 1.056208 0.587797 -0.739933 -0.0856 -0.0020 0.0336
H 1.161126 1.102952 0.978366 -0.1503 0.0125 0.0039
O -0.674369 2.431849 -0.669905 0.0883 -0.1160 -0.1993
H 0.198089 5.307261 0.594157 0.1830 0.1927 0.0394
H -2.155680 4.327787 1.522911 -0.1731 0.0103 0.1535
C -4.019499 -0.307616 0.107919 -0.2213 -0.1722 0.4920
H -4.589966 0.118189 0.933824 0.0313 -0.0792 -0.1530
C -3.289071 -1.579134 0.549179 -0.1849 0.1410 -0.1493
H -4.019682 -2.342047 0.824500 0.0017 0.0037 0.0474
H -2.678743 -1.338518 1.437236 -0.0538 -0.0288 -0.0031
H -4.687182 -0.537647 -0.727001 0.0157 -0.0079 0.0390
H -1.551183 0.920280 -1.777645 -0.1425 -0.1269 -0.0097
H -2.923676 -0.110273 -2.227844 0.0946 0.0220 0.0279
H -0.835348 -0.812250 -0.111396 0.0484 -0.0001 -0.0509
H -1.540936 -3.715841 -1.344329 -0.0670 -0.0798 0.0263
H -2.817417 -4.066185 -0.171016 0.0414 -0.0312 -0.0815
```
Forces are in eV/Å.

Total charge: 0
Calculated total energy, eV: -44798.5080
Energy relative to the best compared isomer or geometry (same formula, charge and spin), eV: 0.1234